Computed, not measured: a 2-piece molecular cluster, CH2O3S overall, with ωB97M-V with the def2-TZVPD basis set.

Atoms and positions in Å:
C  -0.5416  0.0398  -0.5343
O  1.6640  1.4120  -0.2883
O  2.0111  -0.9301  0.3702
O  -1.2444  -1.0602  -0.3495
S  1.1394  0.1973  0.2860
H  -1.0391  1.2676  0.3767
H  -1.9894  -0.9265  0.1393

## Properties
Orbital gap (spin up / spin down) (eV): 8.23 / 8.23
E_HOMO (spin up / spin down) (eV): -9.90 / -9.89

***

Computed, not measured: C38H41F3N5O3P2Tl as an isolated structure, with ωB97M-V with the def2-TZVPD basis set.

Atoms and positions in Å:
Tl  0.8787  -0.8495  -0.9670
C  -2.6034  0.1455  -1.1162
P  -1.8043  1.5234  -0.1679
C  -2.1151  2.9024  -1.3566
C  -1.1122  3.1033  -2.3094
C  -1.2501  4.0913  -3.2747
C  -2.3763  4.9019  -3.2933
C  -3.3689  4.7212  -2.3389
C  -3.2389  3.7256  -1.3780
C  -3.0398  1.8682  1.1500
C  -2.5700  2.5701  2.2607
C  -3.4154  2.9161  3.3046
C  -4.7503  2.5369  3.2678
C  -5.2251  1.8083  2.1846
C  -4.3773  1.4794  1.1344
C  -2.5376  -1.1295  -0.3372
C  -3.5455  -1.9890  0.0663
C  -2.9124  -2.9890  0.8583
C  -1.5672  -2.6533  0.8870
C  -0.4295  -3.2244  1.6910
P  0.6787  -1.8243  2.1933
C  -0.3052  -0.9389  3.4686
C  -1.6973  -0.9922  3.5542
C  -2.3715  -0.2511  4.5174
C  -1.6749  0.5552  5.4048
C  -0.2901  0.6336  5.3126
C  0.3832  -0.0993  4.3479
C  1.8464  -2.7563  3.2876
C  1.4646  -3.3435  4.4947
C  2.3729  -4.0700  5.2492
C  3.6813  -4.2211  4.8012
C  4.0709  -3.6396  3.6040
C  3.1608  -2.9050  2.8504
N  -1.3389  -1.5253  0.1663
H  -2.0288  0.0743  -2.0446
H  -3.6296  0.4006  -1.3956
H  -0.2016  2.5078  -2.2955
H  -0.4581  4.2329  -4.0002
H  -2.4778  5.6798  -4.0415
H  -4.2464  5.3576  -2.3408
H  -4.0152  3.5937  -0.6352
H  -1.5185  2.8339  2.3067
H  -3.0249  3.4548  4.1602
H  -5.4134  2.7888  4.0875
H  -6.2602  1.4871  2.1579
H  -4.7610  0.8972  0.3061
H  -4.5983  -1.9101  -0.1751
H  -3.3773  -3.8270  1.3596
H  0.2034  -3.8957  1.1040
H  -0.7974  -3.7738  2.5623
H  -2.2585  -1.5961  2.8492
H  -3.4542  -0.2906  4.5541
H  -2.2066  1.1368  6.1492
H  0.2651  1.2733  5.9892
H  1.4641  -0.0290  4.2771
H  0.4456  -3.2207  4.8448
H  2.0667  -4.5212  6.1866
H  4.3925  -4.7893  5.3904
H  5.0903  -3.7462  3.2529
H  3.4716  -2.4240  1.9313
C  2.4291  2.5083  -4.9261
C  2.9520  2.3420  -3.4891
O  4.1638  2.0282  -3.3646
O  2.1061  2.4850  -2.5785
H  3.2499  2.6800  -5.6224
H  1.6891  3.3045  -4.9937
H  1.9354  1.5685  -5.1847
F  1.2501  -4.4159  -0.8253
C  1.3084  -3.3571  -1.7162
F  0.6377  -3.8828  -2.8279
F  2.6538  -3.4171  -2.1583
C  2.6028  1.6645  1.1136
N  3.4700  1.4115  -0.0187
C  4.0182  0.1668  -0.1782
N  4.6214  -0.0405  -1.3900
O  4.0248  -0.6928  0.7092
H  2.7186  2.6974  1.4493
H  2.8826  0.9897  1.9205
H  1.5495  1.4908  0.8713
H  3.2045  1.8760  -0.8857
H  4.4369  0.6310  -2.1425
H  4.6995  -1.0150  -1.6273
C  2.3802  -1.9381  -5.0771
N  1.2952  -1.0313  -5.4260
C  1.2066  -0.5673  -6.7945
C  0.2872  -0.8140  -4.5919
N  -0.6034  -0.6138  -3.8800
H  3.3325  -1.4650  -5.3269
H  2.2874  -2.8778  -5.6310
H  2.3621  -2.1636  -4.0177
H  2.1236  -0.0428  -7.0707
H  0.3720  0.1229  -6.8937
H  1.0610  -1.4079  -7.4832

## Properties
Net charge: -2
Orbital gap (eV): 6.17
E_HOMO (eV): -1.89

***

Computed, not measured: C13H28BeBrClNO9S as an isolated structure, with ωB97M-V with the def2-TZVPD basis set.

Atoms and positions in Å:
C  3.6699  -1.0637  -0.5872
C  3.8504  0.0236  -1.7639
O  4.3206  -0.3708  -2.8439
O  3.4963  1.3879  -1.4659
C  2.4316  1.8511  -2.2700
O  2.1828  1.5132  -3.4490
C  1.4843  2.9706  -1.5920
S  -0.2745  2.8773  -2.1837
O  -1.1764  3.1074  -0.7577
C  -2.6127  2.9946  -1.0276
C  -3.2020  2.0221  0.1375
N  -3.3582  0.6218  -0.3275
C  -2.0320  -0.0291  -0.5046
C  -2.0219  -1.3004  -1.5001
C  -3.4225  -1.5586  -2.2456
O  -1.0108  -1.1133  -2.5459
H  3.0001  -0.6869  0.2646
H  4.7096  -1.2742  -0.1288
H  3.3211  -2.0577  -1.0331
H  1.8669  4.0357  -1.7209
H  1.4735  2.7451  -0.4579
H  -0.5294  1.5846  -2.7136
H  -3.1083  4.0219  -0.8542
H  -2.8662  2.6303  -2.0762
H  -2.4943  2.1491  1.0328
H  -4.2400  2.4266  0.4075
H  -3.7988  0.1198  0.4674
H  -1.2052  0.6708  -0.8715
H  -1.6969  -0.4309  0.5278
H  -1.7552  -2.2587  -0.9442
H  -3.1769  -2.1633  -3.1948
H  -3.9215  -0.5864  -2.6147
H  -4.1589  -2.1920  -1.6405
H  -1.2972  -0.2826  -3.0078
O  -2.6118  3.3184  -4.0212
H  -3.3663  2.9950  -4.5312
H  -2.0364  3.7838  -4.6955
Cl  -1.1542  2.8432  -5.7910
O  0.2462  -1.1309  1.7462
C  1.0540  -1.1195  2.6448
O  2.3612  -0.7826  2.4824
C  3.0594  -0.9798  3.7200
C  1.9925  -0.9357  4.7883
C  0.7887  -1.5106  4.0713
H  3.5700  -1.9463  3.6819
H  3.8030  -0.1923  3.8521
H  2.2666  -1.4809  5.6927
H  1.7909  0.1029  5.0691
H  0.7554  -2.6006  4.1417
H  -0.1412  -1.0718  4.4329
Be  0.3994  0.2214  -1.8829
O  0.9824  -4.6196  4.5749
H  1.3600  -5.1626  5.2885
H  1.0343  -5.1959  3.7803
Br  1.3986  -6.9203  4.4400

## Properties
Net charge: +1
Orbital gap (eV): 1.35
E_HOMO (eV): -9.49

***

Computed, not measured: C25H40Br2NO11P2PbSb as an isolated structure, with ωB97M-V with the def2-TZVPD basis set.

Atoms and positions in Å:
Pb  0.5260  1.8180  0.9677
C  2.6544  1.0082  4.4284
C  3.1559  1.2171  3.0088
C  4.6518  1.4563  2.9617
O  2.4648  2.3918  2.5125
C  2.7712  -0.0326  2.1836
O  3.5233  -0.9886  2.1501
O  1.5841  -0.0148  1.6516
H  2.9135  1.8738  5.0389
H  3.1120  0.1157  4.8549
H  1.5696  0.8841  4.4405
H  4.9175  2.2891  3.6147
H  4.9691  1.6802  1.9422
H  5.1750  0.5576  3.2806
H  2.9862  2.7413  1.7697
O  -3.8341  3.4217  -1.5913
P  -2.4953  3.0565  -0.8781
O  -1.9380  1.6366  -1.9543
O  -2.6259  2.3610  0.3871
O  -1.3961  4.0034  -1.3391
P  -0.7389  5.2103  -0.1845
O  -2.2168  5.4188  0.4756
O  -0.3492  6.3303  -1.0295
O  0.1093  4.4070  0.7176
H  -3.7813  4.2240  -2.1333
H  -2.1964  5.4306  1.4398
Br  5.3723  2.8022  -0.9104
C  3.8796  2.5234  -2.0251
C  4.0560  2.6342  -3.4136
C  3.0111  2.4747  -4.2772
Br  3.3082  2.6485  -6.1365
C  1.7185  2.1996  -3.7740
C  0.5573  2.0952  -4.5722
C  -0.6677  1.8976  -3.9955
C  -0.6613  1.7742  -2.6084
N  0.3499  1.8123  -1.8242
C  1.5690  2.0551  -2.3741
C  2.6558  2.2220  -1.4469
O  2.4669  2.0997  -0.1732
H  5.0420  2.8604  -3.7950
H  0.6467  2.1948  -5.6450
H  -1.5854  1.8318  -4.5606
H  -1.9189  0.8627  -1.3403
C  -1.5257  -3.8779  2.3273
C  -0.6699  -2.6182  2.1916
C  0.8004  -3.0387  2.2280
C  -0.9338  -1.6780  3.3726
Sb  -1.1111  -1.4529  0.3865
C  -0.0740  -2.5483  -1.1921
C  -0.1890  -4.0679  -1.1087
C  1.3969  -2.1278  -1.1147
C  -0.6325  -2.0859  -2.5364
C  -3.2535  -1.8408  0.0664
C  -3.9712  -1.4054  1.3485
C  -3.6535  -3.2649  -0.3083
C  -3.7414  -0.8960  -1.0342
H  -1.1715  -4.4382  3.2003
H  -1.4388  -4.5386  1.4624
H  -2.5809  -3.6655  2.4915
H  1.0041  -3.4434  3.2268
H  1.4932  -2.2178  2.0609
H  1.0191  -3.8353  1.5163
H  -0.7201  -2.2088  4.3075
H  -1.9706  -1.3376  3.4180
H  -0.2800  -0.8042  3.3310
H  0.1751  -4.4627  -0.1615
H  0.4177  -4.5208  -1.9024
H  -1.2145  -4.4157  -1.2456
H  1.8938  -2.4582  -0.2027
H  1.5178  -1.0418  -1.1656
H  1.9325  -2.5634  -1.9671
H  -1.6864  -2.3402  -2.6706
H  -0.0767  -2.5714  -3.3473
H  -0.5045  -1.0089  -2.6742
H  -3.7456  -2.0437  2.2000
H  -5.0555  -1.4484  1.1882
H  -3.7245  -0.3745  1.6187
H  -3.4317  -3.9896  0.4756
H  -3.1695  -3.6008  -1.2277
H  -4.7355  -3.2965  -0.4877
H  -3.6271  0.1472  -0.7257
H  -4.8163  -1.0458  -1.1884
H  -3.2568  -1.0581  -2.0011

## Properties
Orbital gap (eV): 7.21
E_HOMO (eV): -8.03

***

no.,electronic energy (Ha)
1,-663.02315
2,-3127.04153
3,-4690.42828
4,-8123.12524